This record from OMol25 describes a molecular structure, C28H62B2MgO15S6 in a non-equilibrium geometry. The level of theory is ωB97M-V with the def2-TZVPD basis set.

```
114
C28H62B2MgO15S6 (ωB97M-V with the def2-TZVPD basis set)
Mg -11.772 0.613 -1.898
B -12.962 1.334 -0.275
H -11.877 1.585 -0.411
H -13.162 0.312 -0.702
H -13.293 1.390 0.831
H -13.546 2.143 -0.871
B -10.667 1.843 -2.914
H -10.064 2.570 -3.578
H -11.648 2.299 -2.631
H -10.810 0.851 -3.405
H -10.090 1.643 -1.971
C -11.979 5.328 -2.334
C -13.180 5.105 -1.444
C -13.007 5.337 0.093
O -14.115 6.116 0.484
C -14.733 6.616 -0.585
O -15.627 7.408 -0.582
O -14.206 6.088 -1.691
H -11.376 6.144 -1.932
H -12.142 5.545 -3.385
H -11.409 4.410 -2.195
H -13.634 4.115 -1.533
H -12.078 5.876 0.299
H -13.025 4.374 0.602
C -6.531 -0.627 -0.568
C -6.938 -2.113 -0.690
C -8.474 -2.249 -0.621
S -9.085 -0.623 -0.081
O -9.012 -0.517 1.342
O -10.318 -0.350 -0.809
C -7.690 0.286 -0.892
H -5.583 -0.437 -1.072
H -6.199 -0.501 0.468
H -6.464 -2.723 0.075
H -6.647 -2.492 -1.670
H -8.833 -3.050 0.024
H -8.913 -2.464 -1.595
H -7.619 1.328 -0.592
H -8.009 0.325 -1.936
C -7.835 4.279 0.079
C -8.841 5.414 0.267
C -8.334 6.541 -0.635
S -7.855 5.720 -2.176
O -6.501 6.134 -2.470
O -8.888 5.907 -3.181
C -7.874 4.033 -1.442
H -8.159 3.398 0.634
H -6.831 4.562 0.397
H -8.923 5.771 1.295
H -9.853 5.155 -0.048
H -7.429 7.005 -0.248
H -9.071 7.310 -0.858
H -7.229 3.335 -1.964
H -8.924 3.768 -1.605
C -13.685 -3.191 -5.071
C -13.533 -4.266 -3.999
C -13.105 -3.506 -2.742
S -11.781 -2.475 -3.359
O -10.557 -3.253 -3.260
O -11.787 -1.170 -2.751
C -12.369 -2.417 -5.074
H -14.482 -2.493 -4.804
H -13.864 -3.461 -6.112
H -12.811 -5.053 -4.217
H -14.500 -4.748 -3.845
H -12.700 -4.051 -1.896
H -13.848 -2.754 -2.465
H -11.578 -2.928 -5.625
H -12.429 -1.396 -5.449
C -16.360 2.363 -2.834
C -15.889 3.426 -3.825
C -14.502 2.950 -4.256
S -14.475 1.113 -4.147
O -13.470 0.772 -3.159
O -14.430 0.523 -5.477
C -16.145 0.989 -3.491
H -17.395 2.479 -2.515
H -15.746 2.354 -1.928
H -15.794 4.419 -3.386
H -16.565 3.524 -4.675
H -13.717 3.201 -3.541
H -14.162 3.252 -5.245
H -16.288 0.105 -2.872
H -16.793 0.859 -4.360
C -7.945 -1.845 -5.602
C -8.774 -0.709 -4.991
C -8.057 0.602 -5.303
S -6.305 0.220 -5.014
O -5.944 0.662 -3.672
O -5.530 0.520 -6.190
C -6.553 -1.608 -4.978
H -7.906 -1.900 -6.691
H -8.304 -2.837 -5.320
H -8.876 -0.830 -3.913
H -9.761 -0.646 -5.454
H -8.325 1.441 -4.664
H -8.097 0.903 -6.348
H -6.681 -1.832 -3.915
H -5.682 -2.163 -5.314
C -10.559 3.398 -6.677
C -9.513 3.293 -7.803
C -8.750 4.604 -7.955
S -8.575 5.251 -6.258
O -8.426 6.685 -6.257
O -7.599 4.403 -5.616
C -10.311 4.696 -5.902
H -10.389 2.577 -5.979
H -11.578 3.379 -7.056
H -9.903 2.938 -8.755
H -8.714 2.594 -7.539
H -9.356 5.361 -8.459
H -7.762 4.512 -8.398
H -10.898 5.515 -6.325
H -10.462 4.739 -4.825
```

* gap between HOMO and LUMO: 9.46 eV
* electronic energy: -4871.50060 a.u.
* E_LUMO: -0.19 eV
* HOMO energy: -0.355 hartree
* energy relative to the best compared isomer or geometry (same formula, charge and spin): 159.25 kJ/mol